Computed, not measured: a 4-piece molecular cluster, C12H14FN3 overall at a distorted geometry, with wB97M-V/def2-TZVPD.

The SMILES is Fc1ccccc1.CC#N.CC#N.CC#N. The HOMO-LUMO gap comes out at 9.64 eV. The value obtained for the HOMO energy is -9.51 eV. The relative energy (zero: lowest compared OMol25 entry of this formula, charge and spin) comes out at 0.0 kcal/mol. Its molar mass is 219.263 g mol⁻¹.

Each line ends with the Löwdin charge.
Positions of all 30 atoms, in Å:
1 F -14.59 13.16 13.73  0.07
2 C -15.84 12.73 13.57  -0.26
3 C -16.37 11.50 14.10  -0.02
4 C -17.63 11.09 13.70  -0.12
5 C -18.44 12.01 13.04  -0.12
6 C -17.98 13.22 12.58  -0.08
7 C -16.66 13.60 12.83  -0.01
8 H -15.64 10.91 14.65  0.10
9 H -18.05 10.14 13.99  0.08
10 H -19.45 11.66 12.87  0.11
11 H -18.61 13.94 12.06  0.11
12 H -16.25 14.53 12.46  0.11
13 C -19.07 13.29 16.29  -0.08
14 C -19.95 13.29 17.47  -0.28
15 N -20.67 13.24 18.35  0.12
16 H -19.46 13.94 15.50  0.07
17 H -18.89 12.32 15.82  0.03
18 H -18.13 13.81 16.45  0.08
19 C -17.72 7.58 16.45  -0.05
20 C -18.49 8.84 16.48  -0.26
21 N -19.13 9.80 16.55  0.16
22 H -18.38 6.71 16.36  0.09
23 H -17.29 7.55 17.45  0.09
24 H -17.03 7.65 15.61  0.05
25 C -15.28 7.69 13.35  -0.09
26 C -14.26 7.98 12.41  -0.29
27 N -13.45 8.19 11.59  0.14
28 H -15.80 8.60 13.66  0.06
29 H -14.79 7.21 14.20  0.09
30 H -15.95 6.89 13.01  0.09